Record 1
Here is a cluster of 2 separate species, C4H11NO in total from OMol25. Energies are from wB97M-V/def2-TZVPD.

Properties
- relative energy (zero: lowest compared OMol25 entry of this formula, charge and spin) (kJ/mol) = 392.43
- LUMO energy (eV) = 0.48
- energy (hartree) = -288.86755
- charge = 0

Atoms and positions in Å:
C (-0.654, -0.766, 0.213)
C (-0.802, 0.770, 0.260)
C (0.430, 1.337, -0.458)
C (1.632, 0.433, -0.194)
N (-1.348, -1.513, 1.211)
O (-0.670, -1.306, -1.025)
H (0.440, -1.227, -1.372)
H (1.433, -0.641, -1.150)
H (-1.717, -2.386, 0.860)
H (-2.083, -0.994, 1.673)
H (-1.740, 1.081, -0.205)
H (-0.788, 1.083, 1.308)
H (0.646, 2.356, -0.128)
H (0.242, 1.349, -1.533)
H (2.509, 0.730, -0.763)
H (1.950, 0.451, 0.850)
H (0.519, -0.758, 0.453)

Results of the Mulliken charge analysis, in e, for atoms 1 through 6: number 1, C, carries 0.416; number 2, C, carries -0.583; number 3, C, carries -0.365; number 4, C, carries -1.121; number 5, N, carries -0.644; number 6, O, carries -0.570

---

Record 2
Here is the molecule C4H11NO from OMol25. Energies are from wB97M-V/def2-TZVPD.

Properties
- relative energy (zero: lowest compared OMol25 entry of this formula, charge and spin) (kJ/mol) = 156.70
- LUMO energy (eV) = 0.95
- energy (hartree) = -288.95733
- structure (SMILES) = CNCCCO
- charge = 0

Atoms and positions in Å:
C (-0.362, -2.659, -0.141)
N (0.137, -1.283, -0.440)
C (-0.944, -0.268, -0.340)
C (-0.504, 1.191, -0.579)
C (0.198, 1.900, 0.552)
O (1.570, 1.447, 0.800)
H (0.543, -3.252, -0.215)
H (-1.077, -2.901, -0.924)
H (-0.823, -2.688, 0.850)
H (0.731, -1.096, 0.357)
H (-1.567, -0.396, 0.569)
H (-1.589, -0.444, -1.206)
H (-1.383, 1.682, -0.988)
H (0.165, 1.128, -1.464)
H (0.374, 2.962, 0.372)
H (-0.290, 1.786, 1.527)
H (1.446, 0.514, 0.921)

Results of the Mulliken charge analysis, in e, for atoms 1 through 6: number 1, C, carries -0.887; number 2, N, carries -0.366; number 3, C, carries -0.595; number 4, C, carries -0.492; number 5, C, carries -0.547; number 6, O, carries -0.496

---

Record 3
Here is a cluster of 2 separate species, C4H11NO in total from OMol25. Energies are from wB97M-V/def2-TZVPD.

Properties
- relative energy (zero: lowest compared OMol25 entry of this formula, charge and spin) (kJ/mol) = 194.58
- LUMO energy (eV) = 1.01
- energy (hartree) = -288.94290
- structure (SMILES) = C=CO.CCN
- charge = 0

Atoms and positions in Å:
C (1.608, -1.358, -0.909)
C (0.066, -1.416, -0.729)
N (-0.678, -0.417, -1.451)
H (2.089, -2.282, -0.591)
H (1.875, -1.088, -1.933)
H (1.914, -0.652, -0.151)
H (-0.231, -2.459, -0.919)
H (-0.008, -1.308, 0.362)
H (-1.643, -0.654, -1.622)
H (-0.232, 0.039, -2.224)
C (-1.070, 1.379, 2.185)
C (-0.592, 2.257, 1.288)
O (-0.151, 1.885, 0.084)
H (-1.484, 1.557, 3.164)
H (-1.036, 0.312, 1.974)
H (-0.342, 3.279, 1.545)
H (-0.086, 0.924, -0.074)

Results of the Mulliken charge analysis, in e, for atoms 1 through 6: number 1, C, carries -0.954; number 2, C, carries -0.260; number 3, N, carries -0.486; number 4, H, carries 0.341; number 5, H, carries 0.286; number 6, H, carries 0.269

---

Record 4
Here is a cluster of 2 separate species, C4H11NO in total from OMol25. Energies are from wB97M-V/def2-TZVPD.

Properties
- relative energy (zero: lowest compared OMol25 entry of this formula, charge and spin) (kJ/mol) = 227.14
- LUMO energy (eV) = 0.74
- energy (hartree) = -288.93050
- structure (SMILES) = CC(N)=O.CC
- charge = 0

Atoms and positions in Å:
C (1.253, -1.849, 0.796)
C (0.616, -3.135, 1.373)
H (2.093, -1.965, 0.187)
H (0.739, -1.451, 0.093)
H (1.156, -1.005, 1.570)
H (-0.222, -3.126, 2.057)
H (1.541, -3.685, 1.814)
H (0.103, -3.888, 0.665)
C (-1.882, 1.362, -1.013)
C (-0.443, 1.416, -0.530)
O (-0.271, 1.859, 0.654)
N (0.630, 1.125, -1.299)
H (-2.337, 0.439, -0.431)
H (-2.069, 1.168, -2.049)
H (1.456, 1.535, -0.997)
H (0.564, 0.445, -2.104)
H (-2.529, 2.033, -0.705)

Results of the Mulliken charge analysis, in e, for atoms 1 through 6: number 1, C, carries -0.902; number 2, C, carries -0.851; number 3, H, carries 0.412; number 4, H, carries 0.290; number 5, H, carries 0.254; number 6, H, carries 0.333

---

Record 5
Here is a cluster of 2 separate species, C4H11NO in total from OMol25. Energies are from wB97M-V/def2-TZVPD.

Properties
- relative energy (zero: lowest compared OMol25 entry of this formula, charge and spin) (kJ/mol) = 188.85
- LUMO energy (eV) = 0.86
- energy (hartree) = -288.94509
- structure (SMILES) = C/C=C(/C)N.O
- charge = 0

Atoms and positions in Å:
C (-0.905, -0.776, -1.871)
N (-0.861, -0.396, 1.151)
C (-0.114, 0.399, 0.239)
C (0.109, 0.037, -1.044)
C (0.214, 1.764, 0.748)
H (-1.862, -0.267, -1.747)
H (-0.888, -1.845, -1.685)
H (-0.626, -0.647, -2.914)
H (-1.174, 0.066, 1.991)
H (-1.601, -0.937, 0.732)
H (1.069, 0.309, -1.488)
H (0.541, 1.755, 1.806)
H (1.011, 2.065, 0.052)
H (-0.451, 2.632, 0.744)
H (2.249, -1.227, 0.467)
H (1.335, -1.162, 1.615)
O (1.953, -1.771, 1.202)

Results of the Mulliken charge analysis, in e, for atoms 1 through 6: number 1, C, carries -1.375; number 2, N, carries -0.473; number 3, C, carries 0.295; number 4, C, carries -0.028; number 5, C, carries -1.184; number 6, H, carries 0.362

---

Record 6
Here is a structure of composition C4H11NO from OMol25. Energies are from wB97M-V/def2-TZVPD.

Properties
- relative energy (zero: lowest compared OMol25 entry of this formula, charge and spin) (kJ/mol) = 582.91
- LUMO energy (eV) = 0.83
- energy (hartree) = -288.79500
- charge = 0

Atoms and positions in Å:
C (0.289, 0.851, -0.534)
C (-0.344, -0.341, 0.197)
C (-1.748, -0.612, -0.202)
C (-2.854, -0.415, 0.592)
N (1.680, 1.040, 0.633)
H (-0.237, 1.807, -0.371)
H (0.238, 0.768, -1.663)
H (-0.204, -0.114, 1.152)
H (0.243, -1.266, -0.017)
H (-1.928, -0.755, -1.252)
H (-2.773, 0.021, 1.589)
H (-3.904, -0.336, 0.392)
H (1.402, 1.954, 0.989)
H (1.484, 0.892, -0.533)
H (3.391, -1.713, -0.496)
H (2.741, -0.433, -0.047)
O (2.524, -1.348, -0.430)

Results of the Mulliken charge analysis, in e, for atoms 1 through 6: number 1, C, carries -0.674; number 2, C, carries -0.342; number 3, C, carries -0.147; number 4, C, carries -0.824; number 5, N, carries -0.696; number 6, H, carries 0.340

---

Record 7
Here is the molecule C4H11NO from OMol25. Energies are from wB97M-V/def2-TZVPD.

Properties
- relative energy (zero: lowest compared OMol25 entry of this formula, charge and spin) (kJ/mol) = 178.75
- LUMO energy (eV) = 0.96
- energy (hartree) = -288.94893
- structure (SMILES) = CN[C@@H](C)CO
- charge = 0

Atoms and positions in Å:
C (-0.290, 1.429, -1.589)
C (-0.198, -0.338, 0.215)
C (0.293, -1.592, -0.466)
C (-0.064, -0.369, 1.777)
H (0.420, 2.200, -2.001)
H (-0.347, 0.543, -2.345)
H (-1.356, 1.772, -1.582)
H (1.316, 0.864, -0.452)
H (-1.267, -0.208, 0.127)
H (-0.019, -2.431, 0.114)
H (-0.168, -1.707, -1.492)
H (1.393, -1.769, -0.479)
H (-0.692, -1.122, 2.357)
H (1.033, -0.646, 1.859)
H (0.034, 1.503, 1.747)
N (0.256, 1.004, -0.225)
O (-0.342, 0.867, 2.435)

Results of the Mulliken charge analysis, in e, for atoms 1 through 6: number 1, C, carries -0.754; number 2, C, carries 0.439; number 3, C, carries -1.220; number 4, C, carries -0.765; number 5, H, carries 0.294; number 6, H, carries 0.236

---

Record 8
Here is a cluster of 3 separate species, C4H11NO in total from OMol25. Energies are from wB97M-V/def2-TZVPD.

Properties
- relative energy (zero: lowest compared OMol25 entry of this formula, charge and spin) (kJ/mol) = 713.66
- LUMO energy (eV) = -3.32
- energy (hartree) = -288.74519
- charge = 0

Atoms and positions in Å:
C (1.620, -2.173, 0.777)
C (0.841, -0.863, 0.714)
C (-0.357, -0.692, -0.030)
C (-0.842, -1.798, -0.720)
N (-0.945, 0.507, -0.130)
H (1.748, -2.487, -0.256)
H (2.608, -2.046, 1.208)
H (0.998, -2.905, 1.288)
H (1.298, 0.108, 0.896)
H (-1.934, 4.042, 0.623)
H (-0.747, -2.788, -0.308)
H (-1.138, -1.763, -1.759)
H (-0.425, 1.396, 0.011)
H (-1.638, 0.531, -0.858)
H (0.835, 3.267, -0.991)
H (-1.859, 4.669, 0.275)
O (-0.063, 2.995, -0.740)

Results of the Mulliken charge analysis, in e, for atoms 1 through 6: number 1, C, carries -1.221; number 2, C, carries -0.006; number 3, C, carries 0.650; number 4, C, carries -0.749; number 5, N, carries -0.343; number 6, H, carries 0.385

---

Record 9
Here is a structure of composition C4H11NO from OMol25. Energies are from wB97M-V/def2-TZVPD.

Properties
- relative energy (zero: lowest compared OMol25 entry of this formula, charge and spin) (kJ/mol) = 720.07
- LUMO energy (eV) = 0.20
- energy (hartree) = -288.74275
- charge = 0

Atoms and positions in Å:
C (2.134, 0.435, 0.128)
C (1.107, -0.720, -0.379)
C (-0.272, -0.612, 0.359)
C (-0.781, 0.684, 0.582)
H (1.660, 1.451, 0.893)
H (2.557, 1.192, -1.308)
H (2.987, -0.502, 0.758)
H (1.619, -1.717, -0.287)
H (0.886, -0.552, -1.400)
H (0.172, -1.050, 1.368)
H (-0.835, -2.124, -0.668)
H (-1.803, 0.115, 0.731)
H (-0.361, 1.234, 1.594)
H (-0.187, 1.984, -0.684)
H (-1.543, 1.132, -1.177)
N (-1.126, 1.702, -0.398)
O (-1.299, -1.474, -0.147)

Results of the Mulliken charge analysis, in e, for atoms 1 through 6: number 1, C, carries -0.666; number 2, C, carries -1.084; number 3, C, carries 0.492; number 4, C, carries -0.821; number 5, H, carries 0.251; number 6, H, carries 0.180

---

Record 10
Here is a cluster of 2 separate species, C4H11NO in total from OMol25. Energies are from wB97M-V/def2-TZVPD.

Properties
- relative energy (zero: lowest compared OMol25 entry of this formula, charge and spin) (kJ/mol) = 126.61
- LUMO energy (eV) = 0.95
- energy (hartree) = -288.96879
- structure (SMILES) = C/C=C/CN.O
- charge = 0

Atoms and positions in Å:
N (-0.169, 0.033, -2.052)
C (-0.219, -1.176, -1.280)
C (1.527, 0.016, 2.038)
C (0.936, 0.002, 0.662)
C (0.382, -1.057, 0.087)
H (-0.609, 0.023, -2.953)
H (-0.477, 0.824, -1.512)
H (0.253, -2.002, -1.815)
H (-1.248, -1.518, -1.076)
H (2.613, 0.026, 1.975)
H (1.302, 0.951, 2.555)
H (1.200, -0.850, 2.592)
H (1.019, 0.907, 0.057)
H (0.458, -1.981, 0.662)
H (-2.365, 1.499, 1.248)
H (-1.026, 1.313, 0.574)
O (-1.889, 1.732, 0.442)

Results of the Mulliken charge analysis, in e, for atoms 1 through 6: number 1, N, carries -0.546; number 2, C, carries -0.482; number 3, C, carries -1.231; number 4, C, carries -0.269; number 5, C, carries -0.250; number 6, H, carries 0.213

---

Record 11
Here is the molecule C4H11NO from OMol25. Energies are from wB97M-V/def2-TZVPD.

Properties
- relative energy (zero: lowest compared OMol25 entry of this formula, charge and spin) (kJ/mol) = 262.73
- LUMO energy (eV) = 0.91
- energy (hartree) = -288.91694
- structure (SMILES) = CNC[C@@H](C)O
- charge = 0

Atoms and positions in Å:
C (-0.264, 2.757, 0.527)
N (-0.855, 1.425, 0.090)
C (0.199, 0.330, -0.291)
C (-0.316, -1.304, -0.064)
C (0.785, -2.260, -0.842)
O (-0.330, -1.457, 1.297)
H (-0.972, 3.538, 0.191)
H (0.185, 2.758, 1.597)
H (0.565, 2.986, -0.153)
H (-1.279, 0.987, 0.939)
H (1.191, 0.379, 0.271)
H (0.334, 0.556, -1.318)
H (-1.370, -1.238, -0.460)
H (0.338, -3.284, -1.118)
H (1.804, -2.369, -0.445)
H (0.938, -1.719, -1.837)
H (-0.952, -2.088, 1.616)

Results of the Mulliken charge analysis, in e, for atoms 1 through 6: number 1, C, carries -0.788; number 2, N, carries -0.462; number 3, C, carries -0.759; number 4, C, carries 0.138; number 5, C, carries -1.015; number 6, O, carries -0.524

---

Record 12
Here is a cluster of 2 separate species, C4H11NO in total from OMol25. Energies are from wB97M-V/def2-TZVPD.

Properties
- relative energy (zero: lowest compared OMol25 entry of this formula, charge and spin) (kJ/mol) = 50.22
- LUMO energy (eV) = 0.86
- energy (hartree) = -288.99789
- structure (SMILES) = CC(N)=O.CC
- charge = 0

Atoms and positions in Å:
C (1.534, 1.484, 1.796)
C (0.808, 1.445, 0.522)
O (1.168, 1.023, -0.557)
N (-0.482, 2.051, 0.478)
H (2.610, 1.517, 1.623)
H (1.472, 0.567, 2.403)
H (-1.045, 1.851, -0.321)
H (-0.786, 2.619, 1.249)
H (1.182, 2.291, 2.438)
C (-0.119, -2.104, -1.116)
C (-1.523, -1.592, -1.334)
H (0.611, -1.304, -0.901)
H (-0.129, -2.828, -0.303)
H (0.412, -2.698, -1.887)
H (-1.928, -1.172, -0.407)
H (-1.512, -0.804, -2.102)
H (-2.271, -2.346, -1.580)

Results of the Mulliken charge analysis, in e, for atoms 1 through 6: number 1, C, carries -1.016; number 2, C, carries 0.778; number 3, O, carries -0.611; number 4, N, carries -0.409; number 5, H, carries 0.294; number 6, H, carries 0.253